[1]
# C18H21N5O5PdS2

C18H21N5O5PdS2 as an isolated structure (ωB97M-V/def2-TZVPD, OMol25).

Last column: Löwdin charge in e.
CARTESIAN COORDINATES (ANGSTROEM)
Pd  -0.70840  0.00713  0.58851  0.77
C  3.78931  0.17137  1.61492  0.01
N  2.82628  -0.72259  2.23885  -0.09
C  3.03908  -2.05789  2.51409  -0.01
C  1.86172  -2.58962  2.89731  0.00
N  0.94176  -1.55771  2.85855  -0.01
C  1.54089  -0.42658  2.43079  -0.68
S  0.69930  1.03625  2.14926  0.71
C  -0.44804  -1.65048  3.12959  -0.28
C  -0.87540  -1.91085  4.41363  0.03
C  -2.23765  -2.06627  4.62613  -0.02
C  -3.09765  -1.97097  3.54804  -0.02
C  -2.56921  -1.68536  2.29998  -0.10
N  -1.26395  -1.51262  2.07950  0.05
H  4.78022  -0.25606  1.73898  0.10
H  3.74819  1.14748  2.08969  0.09
H  3.53892  0.24694  0.55831  0.09
H  4.00278  -2.51376  2.38197  0.13
H  1.58866  -3.59270  3.16786  0.14
H  -0.15711  -1.98089  5.21738  0.13
H  -2.61527  -2.25882  5.62100  0.12
H  -4.16421  -2.09876  3.65863  0.12
H  -3.21925  -1.58761  1.44199  0.10
N  -0.59435  1.68847  -0.60031  -0.05
C  0.17359  1.52303  -1.87142  -0.20
C  1.43787  0.70867  -1.63912  -0.11
C  1.06470  -0.76624  -1.33868  -0.72
O  0.38683  -1.33097  -2.22417  -0.05
O  1.37691  -1.23474  -0.21459  -0.08
H  -1.54319  2.01751  -0.78701  0.10
H  -0.12576  2.40517  -0.05205  0.07
H  0.37870  2.51856  -2.26875  0.13
H  -0.46367  0.99777  -2.57892  0.10
H  2.01223  1.14075  -0.81594  0.08
H  2.04220  0.74590  -2.54603  0.12
N  -1.96221  -0.85457  -0.86648  0.03
C  -3.02122  0.05798  -1.26022  -0.33
C  -3.10132  0.45748  -2.58541  -0.04
C  -4.00645  1.45009  -2.94723  -0.03
C  -4.82824  2.03135  -1.99767  -0.24
C  -4.75123  1.60943  -0.67590  -0.04
C  -3.84985  0.62894  -0.29892  -0.06
S  -5.99502  3.33402  -2.44330  0.39
O  -5.43236  3.88165  -3.66322  -0.36
O  -5.94473  4.21307  -1.28772  -0.36
O  -7.24184  2.61129  -2.60546  -0.34
H  -1.32316  -1.08162  -1.64984  0.07
H  -2.29904  -1.75290  -0.53161  0.11
H  -2.45338  0.00202  -3.32589  0.12
H  -4.07185  1.80458  -3.96784  0.12
H  -5.38158  2.09930  0.05531  0.12
H  -3.74720  0.36256  0.74573  0.08

## Properties
**Relative energy (zero: lowest compared OMol25 entry of this formula, charge and spin)**: 40.23 kcal/mol
**E_HOMO**: -7.493 eV
**Molecular weight**: 557.95 g/mol
**HOMO-LUMO gap**: 5.7716 eV

***

[2]
# C18H21NO10P2SW

C18H21NO10P2SW as an isolated structure at a distorted geometry (ωB97M-V/def2-TZVPD, OMol25).

Last column: Mulliken spin population.
CARTESIAN COORDINATES (ANGSTROEM)
W  -0.80167  -0.03861  -0.10764  1.52
C  -3.29373  -2.98194  2.98741  0.00
C  -2.25099  -2.88435  1.89097  0.00
O  -1.65643  -4.13778  1.55713  0.00
P  -0.76345  -1.89285  2.31842  0.02
O  0.44313  -2.45308  1.48804  0.01
O  -0.36693  -2.15809  3.80263  0.00
O  -0.95065  -0.41179  1.96011  0.03
P  -2.86293  -2.10688  0.31102  0.01
O  -3.16965  -0.56383  0.80476  0.01
O  -3.99530  -2.69727  -0.37902  0.00
O  -1.46600  -1.85149  -0.36420  0.05
H  -2.86355  -3.42486  3.88436  0.00
H  -4.11261  -3.61238  2.63677  0.00
H  -3.70901  -2.00427  3.23640  0.00
H  -2.33938  -4.82517  1.52210  0.00
H  0.55938  -3.41566  1.53550  0.00
H  -0.19220  -1.42535  4.40597  0.00
H  -4.11582  -0.37338  0.68874  0.00
C  1.84043  3.88429  1.80698  0.00
C  0.92176  3.24415  0.80867  0.04
C  -0.31661  2.74900  1.17585  0.10
C  -1.22048  2.14852  0.27570  0.06
C  -0.80018  2.12613  -1.09985  -0.02
C  0.41605  2.69101  -1.49393  0.10
C  1.27475  3.20727  -0.54774  0.03
S  -1.95624  1.54202  -2.33830  0.00
C  -3.37072  2.60360  -2.13699  0.00
O  -2.32411  0.26187  -1.52803  0.00
H  1.40115  3.91657  2.80184  0.00
H  2.07671  4.90490  1.50190  0.00
H  2.78510  3.33963  1.86232  0.00
H  -0.64043  2.85570  2.20517  0.00
H  -2.27340  2.24302  0.51918  -0.02
H  0.67180  2.71441  -2.54745  0.00
H  2.22217  3.63181  -0.85936  0.00
H  -3.34962  3.11898  -1.18101  0.00
H  -4.23929  1.94815  -2.22080  0.00
H  -3.37151  3.31786  -2.96075  0.00
O  0.59177  -1.07730  -3.80700  0.00
C  1.17600  -0.88427  -2.79590  0.01
N  0.57629  -0.37984  -1.57141  -0.02
C  1.54402  -0.21284  -0.68665  0.02
O  1.07692  0.17484  0.43603  -0.02
C  2.86676  -0.56077  -1.17645  0.04
C  4.12368  -0.54173  -0.61374  0.02
C  5.17725  -0.99696  -1.40466  -0.01
C  4.95533  -1.44768  -2.70040  0.02
C  3.67282  -1.46132  -3.25972  -0.01
C  2.64451  -1.00748  -2.47653  0.00
H  4.28545  -0.18957  0.39726  0.00
H  6.18239  -0.99825  -1.00640  0.00
H  5.79429  -1.79291  -3.29014  0.00
H  3.49295  -1.81377  -4.26719  0.00

## Properties
**Relative energy (zero: lowest compared OMol25 entry of this formula, charge and spin)**: 56.45 kcal/mol
**E_HOMO (spin up / spin down)**: -14.318 / -15.353 eV
**Molecular weight**: 689.22 g/mol
**HOMO-LUMO gap (spin up / spin down)**: 7.3512 / 7.2284 eV
**Net charge**: +2
**2S+1**: 3
**<S²>**: 2.021

***

[3]
# C18H21NO5S

The molecule C18H21NO5S (ωB97M-V/def2-TZVPD, OMol25).

Last column: Löwdin charge in e.
CARTESIAN COORDINATES (ANGSTROEM)
C  -4.57816  -2.25950  1.19280  -0.07
H  -4.94025  -2.90131  1.99462  0.09
O  -3.45171  -2.92156  0.65444  -0.08
C  -2.66261  -2.22796  -0.20310  -0.27
C  -2.99296  -0.99058  -0.74316  0.00
C  -2.08253  -0.31024  -1.53697  -0.25
C  -0.86611  -0.89475  -1.85700  -0.07
C  -0.56222  -2.15693  -1.37295  -0.09
C  -1.44199  -2.81675  -0.54080  -0.01
H  -1.20668  -3.78628  -0.13060  0.12
H  0.38135  -2.61556  -1.62826  0.11
H  -0.15571  -0.36700  -2.47582  0.12
C  -2.42845  1.06853  -2.02843  -0.19
N  -3.11846  1.83282  -1.00446  -0.13
S  -2.47878  1.94325  0.54762  0.63
O  -2.96040  0.85099  1.34144  -0.30
O  -2.81497  3.27212  0.97532  -0.31
C  -0.71943  1.79400  0.34823  -0.14
C  -0.13316  0.66099  0.71287  -0.08
C  1.26308  0.29386  0.58813  -0.22
C  1.66591  -0.98528  0.96397  -0.03
C  2.98330  -1.37286  0.82734  -0.01
C  3.95164  -0.51257  0.31781  -0.18
C  3.56230  0.79210  -0.05496  -0.18
C  2.23132  1.16064  0.08575  0.06
H  1.97324  2.16410  -0.21005  0.13
O  4.35266  1.77160  -0.57405  -0.07
C  5.75774  1.64958  -0.61237  -0.07
H  6.11351  2.61429  -0.97391  0.09
H  6.17349  1.45851  0.37895  0.10
H  6.07916  0.86338  -1.29799  0.09
O  5.26028  -0.87442  0.15492  -0.11
C  5.66691  -2.16177  0.55118  -0.08
H  5.15678  -2.94102  -0.02341  0.10
H  6.73501  -2.20311  0.34232  0.10
H  5.50144  -2.32629  1.62031  0.10
H  3.25968  -2.37254  1.12087  0.10
H  0.94135  -1.68184  1.35518  0.12
H  -0.78274  -0.09302  1.13926  0.12
H  -0.24815  2.66154  -0.07328  0.10
H  -3.36068  2.76484  -1.30440  0.10
H  -3.10643  0.99425  -2.88817  0.13
H  -1.51033  1.57279  -2.36637  0.12
H  -3.93457  -0.51815  -0.52547  0.11
H  -5.36579  -2.14266  0.44162  0.10
H  -4.30367  -1.27949  1.59330  0.08

## Properties
**Relative energy (zero: lowest compared OMol25 entry of this formula, charge and spin)**: 55.26 kcal/mol
**E_HOMO**: -8.272 eV
**Molecular weight**: 363.43 g/mol
**SMILES**: COc1cccc(CNS(=O)(=O)/C=C/c2ccc(OC)c(OC)c2)c1
**HOMO-LUMO gap**: 8.4348 eV

***

[4]
# C18H22BF4MnN6O9

C18H22BF4MnN6O9 as an isolated structure at a distorted geometry (ωB97M-V/def2-TZVPD, OMol25).

Last column: Mulliken spin population.
CARTESIAN COORDINATES (ANGSTROEM)
Mn  0.51936  0.59235  0.00075  2.27
O  2.03177  -0.66960  3.58425  0.06
C  2.04652  -0.38978  2.36051  0.00
O  1.31071  0.51280  1.81135  0.02
C  3.04012  -1.18648  1.52146  0.11
C  3.74019  -2.18667  2.14125  -0.04
C  4.53810  -3.02980  1.40383  0.21
C  4.74210  -2.77959  0.03764  -0.03
C  3.98908  -1.70601  -0.48913  0.15
C  2.89294  -1.11499  0.13838  0.15
O  1.94757  -0.54888  -0.56571  0.26
N  4.27132  -1.13428  -1.77772  -0.01
O  4.86536  -1.91346  -2.53792  0.01
O  4.10302  0.03456  -2.03928  0.02
N  4.95430  -4.22472  2.07657  -0.02
O  4.58432  -4.35447  3.25962  0.03
O  5.64620  -4.97706  1.40581  0.03
H  3.63976  -2.26765  3.22366  0.00
H  5.49498  -3.32763  -0.47976  0.00
C  -0.89444  -3.72635  2.62113  0.00
C  -1.32270  -2.28478  2.14187  0.00
C  -2.85414  -2.33506  1.76451  0.00
C  -1.13164  -1.30810  3.29511  0.00
N  -0.39581  -2.04673  1.03325  -0.06
N  -0.92319  -1.09847  0.02462  -0.17
H  -1.32300  -3.94067  3.63270  0.00
H  0.21392  -3.66757  2.68446  0.00
H  -1.19511  -4.47754  1.84595  0.00
H  -3.40148  -3.00045  2.46571  0.00
H  -3.04718  -2.73667  0.77702  0.00
H  -3.28444  -1.36094  1.78779  0.00
H  -1.99324  -1.52417  3.87395  0.00
H  -1.03134  -0.20588  3.05175  0.00
H  -0.30336  -1.65242  3.93659  0.00
H  -0.25949  -2.91950  0.53054  0.00
H  -1.92589  -0.87822  0.24071  0.00
H  -0.86047  -1.52428  -0.94986  0.00
F  -2.82759  2.14254  2.42064  0.00
B  -2.61879  1.89084  1.05274  0.01
F  -3.25371  0.84277  0.31002  0.00
F  -2.85711  3.09180  0.33110  0.00
F  -1.16286  1.77397  0.77521  -0.01
O  -4.24609  5.74283  -1.29629  0.00
C  -3.89510  5.27150  -2.56314  0.00
N  -2.85034  4.33952  -2.32930  0.00
C  -2.08382  4.00154  -3.39993  0.00
O  -2.25026  4.45618  -4.54888  0.00
C  -1.03152  2.98447  -3.14596  0.00
C  -0.30522  2.54709  -4.26698  0.00
C  0.75228  1.67518  -4.05226  0.00
C  1.10895  1.33329  -2.78407  0.01
N  0.40111  1.76125  -1.70191  0.00
C  -0.68483  2.56564  -1.88324  -0.02
H  -5.02205  6.31810  -1.29941  0.00
H  -3.54955  6.08643  -3.23279  0.00
H  -4.76368  4.79544  -3.15081  0.00
H  -2.69870  4.01600  -1.38374  0.00
H  -0.57134  2.91264  -5.26703  0.00
H  1.37820  1.29895  -4.83465  0.00
H  1.96597  0.75073  -2.52130  -0.01
H  -1.35866  2.76044  -1.06138  0.02

## Properties
**E_HOMO (spin up / spin down)**: -11.892 / -11.892 eV
**Molecular weight**: 608.15 g/mol
**HOMO-LUMO gap (spin up / spin down)**: 4.8525 / 3.5114 eV
**Net charge**: +1
**2S+1**: 4
**<S²>**: 4.101

***

Look up the molecular weight of the third one. 363.43 g/mol